<w>
C2H3N3S as an isolated structure, computed with ωB97M-V/def2-TZVPD.

## Properties
HOMO-LUMO gap = 7.7677 eV
Spin multiplicity = 1
HOMO energy = -8.2 eV
Molecular weight = 101.1 g mol⁻¹
LUMO = -0.0176 hartree

Each line ends with the Mulliken charge.
Geometry (Å):
C 1.105 -0.444 0.558  -0.014
C 1.736 0.912 0.772  -0.645
N 0.647 1.326 -0.195  -0.151
N 0.053 0.193 -0.215  0.788
N -1.048 -0.003 -0.766  -0.852
S 2.615 -0.324 -0.390  -0.167
H 1.044 -1.272 1.238  0.453
H 0.196 2.204 -0.591  0.303
H -1.432 -1.045 -0.829  0.286

***

<x>
One molecule with the formula C2H3N3S, computed with ωB97M-V/def2-TZVPD.

## Properties
HOMO-LUMO gap = 8.2273 eV
Spin multiplicity = 1
Structure (SMILES) = c1cn2sn2[nH]1
HOMO energy = -7.6 eV
Molecular weight = 101.1 g mol⁻¹
LUMO = 0.0235 hartree

Each line ends with the Mulliken charge.
Geometry (Å):
C 0.973 0.009 -0.186  -0.100
C 0.290 1.068 0.278  -0.419
N 0.206 -1.075 0.015  -0.111
N -1.022 0.677 0.640  -0.057
N -0.983 -0.696 0.579  -0.146
S -2.157 0.005 -0.593  -0.214
H 1.940 0.075 -0.541  0.449
H 0.492 2.025 -0.010  0.361
H 0.260 -2.088 -0.183  0.237

***

In kcal/mol, relative to the most stable structure: <w> 51.1; <x> 0.0.